6 unconnected molecules or ions with the total composition C30H32F4O2 in a non-equilibrium geometry. Source: the Open Molecules 2025 dataset; level of theory: wB97M-V/def2-TZVPD.

The strongest force on any atom comes out at 2.79 eV/Å. The energy relative to the best compared isomer or geometry (same formula, charge and spin) is 15.35 kcal per mole. The HOMO-LUMO gap is 9.7776 eV.

ORCA input file:
```
! wB97M-V def2-TZVPD RIJCOSX def2/J DEFGRID3
* xyz 0 1
F 4.229 -0.993 -7.212
C 3.863 -1.718 -6.169
C 4.202 -3.038 -6.128
C 3.829 -3.760 -5.012
C 3.060 -3.169 -4.023
C 2.775 -1.813 -4.041
C 3.108 -1.126 -5.175
H 4.692 -3.518 -6.974
H 4.010 -4.833 -4.924
H 2.715 -3.775 -3.206
H 2.181 -1.356 -3.292
H 2.865 -0.084 -5.368
F -7.462 -1.609 2.576
C -6.467 -0.717 2.727
C -6.395 0.396 1.914
C -5.448 1.368 2.181
C -4.459 1.127 3.197
C -4.460 -0.023 3.932
C -5.533 -0.932 3.719
H -7.155 0.492 1.179
H -5.454 2.241 1.541
H -3.583 1.790 3.139
H -3.679 -0.247 4.625
H -5.668 -1.733 4.423
F -0.017 -1.819 -1.525
C -0.299 -1.238 -0.307
C 0.591 -0.423 0.388
C 0.153 0.128 1.603
C -1.116 -0.088 2.079
C -2.027 -0.827 1.330
C -1.605 -1.423 0.135
H 1.530 -0.168 -0.048
H 0.870 0.769 2.062
H -1.357 0.350 3.028
H -2.964 -1.052 1.771
H -2.328 -2.114 -0.320
F 0.845 -2.954 4.861
C 1.461 -3.429 3.719
C 0.799 -3.412 2.538
C 1.496 -3.906 1.417
C 2.793 -4.390 1.468
C 3.458 -4.395 2.682
C 2.754 -3.977 3.827
H -0.241 -3.071 2.459
H 0.996 -3.816 0.482
H 3.221 -4.743 0.500
H 4.487 -4.781 2.785
H 3.220 -4.100 4.838
C -1.976 4.383 0.537
C -1.071 5.380 1.240
O -0.807 5.251 2.423
C -0.668 6.612 0.437
H -2.119 3.485 1.166
H -1.536 4.059 -0.408
H -2.974 4.838 0.365
H -0.225 6.270 -0.510
H -0.006 7.228 1.008
H -1.585 7.143 0.196
C 1.229 2.185 -2.974
C 1.598 2.890 -1.721
O 0.842 3.131 -0.789
C 3.055 3.264 -1.646
H 1.935 1.361 -3.031
H 1.326 2.742 -3.868
H 0.211 1.727 -2.961
H 3.639 2.296 -1.740
H 3.214 3.707 -0.689
H 3.431 3.957 -2.442
*
```

A molecular structure, C30H32N5O2S2Tc in a non-equilibrium geometry. Source: the Open Molecules 2025 dataset; level of theory: wB97M-V/def2-TZVPD.

The strongest force on any atom comes out at 1.73 eV/Å. The energy relative to the best compared isomer or geometry (same formula, charge and spin) is 6.48 kcal per mole. The HOMO-LUMO gap (spin up / spin down) is 5.9319 / 2.9200 eV.

ORCA input file:
```
! wB97M-V def2-TZVPD RIJCOSX def2/J DEFGRID3
* xyz 3 2
Tc -0.045 0.177 0.273
C -2.964 -1.778 -3.698
C -1.804 -1.612 -2.709
C -1.526 -2.914 -1.948
C -2.085 -0.496 -1.743
C -1.241 0.635 -1.686
C -1.485 1.679 -0.758
C -2.498 1.533 0.192
C -2.766 2.584 1.227
C -3.417 0.465 0.021
C -3.229 -0.507 -0.923
H -2.712 -2.550 -4.423
H -3.166 -0.856 -4.242
H -3.880 -2.086 -3.192
H -0.905 -1.345 -3.272
H -2.397 -3.225 -1.367
H -0.676 -2.805 -1.266
H -1.293 -3.711 -2.652
H -0.505 0.761 -2.471
H -0.971 2.626 -0.830
H -1.972 3.327 1.267
H -2.887 2.139 2.216
H -3.698 3.102 0.992
H -4.286 0.427 0.668
H -3.950 -1.308 -1.023
O 3.560 -1.475 0.454
C 2.649 -0.802 0.091
O 1.360 -1.109 0.409
C 2.744 0.420 -0.757
C 3.935 0.772 -1.356
C 3.953 1.880 -2.191
C 2.771 2.579 -2.382
C 1.623 2.163 -1.730
N 1.594 1.099 -0.918
H 4.813 0.169 -1.168
H 4.863 2.185 -2.688
H 2.727 3.441 -3.033
H 0.700 2.706 -1.879
C -2.983 -3.774 2.794
N -1.601 -3.858 2.315
C -0.849 -5.009 2.351
C 0.375 -4.710 1.846
N 0.345 -3.381 1.516
C -0.857 -2.858 1.803
S -1.441 -1.237 1.632
H -2.993 -3.759 3.881
H -3.530 -4.640 2.432
H -3.442 -2.868 2.410
H -1.249 -5.936 2.724
H 1.245 -5.324 1.696
H 1.094 -2.829 1.111
S 1.907 4.422 4.942
C 1.335 3.246 3.803
C 1.221 3.680 2.470
C 0.807 2.807 1.505
N 0.474 1.517 1.761
C 0.567 1.105 3.048
C 0.991 1.918 4.072
C 1.889 3.569 6.508
C 3.092 3.092 7.019
C 3.088 2.532 8.290
N 1.945 2.491 8.930
C 0.778 2.934 8.517
C 0.717 3.505 7.256
H 1.464 4.697 2.192
H 0.731 3.135 0.481
H 0.296 0.078 3.244
H 1.050 1.507 5.070
H 4.019 3.159 6.465
H 3.975 2.140 8.775
H -0.074 2.859 9.184
H -0.218 3.915 6.898
*
```

C30H32N6O6S in the gas phase in a non-equilibrium geometry. Source: the Open Molecules 2025 dataset; level of theory: wB97M-V/def2-TZVPD.

The strongest force on any atom comes out at 2.76 eV/Å. The energy relative to the best compared isomer or geometry (same formula, charge and spin) is 0.00 kcal per mole. The HOMO-LUMO gap is 6.2450 eV.

ORCA input file:
```
! wB97M-V def2-TZVPD RIJCOSX def2/J DEFGRID3
* xyz 0 1
C 2.329 4.687 -0.279
C 2.936 3.443 -0.909
C 3.654 3.775 -2.197
N 1.838 2.552 -1.334
N 1.368 2.768 -2.551
N 0.279 2.010 -2.644
C -0.413 2.009 -3.942
C 0.610 1.613 -4.983
C -0.899 3.416 -4.220
C 0.098 1.249 -1.528
C -1.028 0.326 -1.359
C -2.296 0.850 -1.029
C -3.369 0.000 -0.778
C -3.187 -1.386 -0.847
C -1.954 -1.920 -1.235
C -0.897 -1.067 -1.540
C 1.098 1.627 -0.663
C 1.394 1.193 0.713
H 3.103 5.427 -0.045
H 1.632 5.139 -0.997
H 1.780 4.430 0.632
H 3.554 2.865 -0.213
H 4.465 4.490 -2.029
H 4.079 2.865 -2.633
H 2.943 4.211 -2.908
H -1.226 1.290 -3.839
H 0.144 1.608 -5.972
H 1.421 2.348 -4.972
H 1.027 0.624 -4.779
H -1.321 3.463 -5.229
H -1.667 3.725 -3.507
H -0.049 4.104 -4.160
H -2.406 1.937 -0.979
H -4.346 0.424 -0.534
H -4.014 -2.057 -0.616
H -1.822 -2.999 -1.321
H 0.050 -1.446 -1.941
H 0.471 1.306 1.305
H 2.133 1.884 1.132
C -4.821 -1.325 4.009
C -3.328 -1.160 3.936
C -2.474 -1.912 4.750
C -1.089 -1.760 4.676
C -0.544 -0.853 3.754
S 1.220 -0.700 3.527
O 1.639 0.673 3.592
O 1.910 -1.739 4.232
N 1.277 -1.022 1.828
C 1.080 -2.312 1.357
C 0.535 -3.393 2.017
C 0.343 -4.567 1.275
N -0.378 -5.621 1.888
O -0.657 -6.635 1.211
O -0.726 -5.500 3.087
C 0.757 -4.663 -0.091
C 1.341 -3.578 -0.732
C 1.516 -2.379 -0.006
C 2.011 -1.099 -0.323
N 2.749 -0.817 -1.483
O 2.470 -1.476 -2.529
O 3.671 0.043 -1.469
C 1.980 -0.172 0.866
C -1.393 -0.029 3.006
C -2.765 -0.231 3.054
H -5.311 -0.697 3.256
H -5.126 -2.365 3.839
H -5.209 -1.029 4.994
H -2.906 -2.634 5.447
H -0.430 -2.346 5.314
H 0.227 -3.310 3.056
H 0.610 -5.609 -0.612
H 1.682 -3.633 -1.764
H 3.036 -0.059 1.176
H -0.992 0.780 2.397
H -3.422 0.349 2.400
*
```

Results for E: -1712.2477; -2462.9051; -2340.3159 (in a.u., following the order of the records).